Computed, not measured: a 2-piece molecular cluster, C5H13N overall at a distorted geometry, with ωB97M-V/def2-TZVPD.

Geometry (Å):
C: 2.434 0.946 -2.272
H: 2.533 -0.132 -0.518
H: -2.462 -1.066 1.838
H: 1.826 -0.915 -1.755
H: 3.461 0.754 -2.635
C: -1.217 0.306 0.846
H: -2.413 1.700 -0.278
H: -0.234 -2.277 2.533
H: -3.155 1.124 1.181
C: -2.228 1.429 0.741
H: -0.238 0.461 0.447
N: 1.882 -0.025 -1.304
H: -1.883 2.341 1.282
H: -0.936 -2.943 1.005
C: -0.492 -2.026 1.479
H: 2.428 1.965 -1.797
H: 0.409 -1.767 0.955
C: -1.475 -0.889 1.406
H: 1.762 1.012 -3.155

Calculated values
Relative energy (zero: lowest compared OMol25 entry of this formula, charge and spin) ... 114.01 kJ/mol
Energy ... -253.01966 a.u.
Net charge ... 0
SMILES ... C/C=C/C.CN
Gap between HOMO and LUMO ... 0.3643 Eh
Highest occupied orbital energy ... -8.8 eV

=====

Computed, not measured: a 2-piece molecular cluster, C5H13N overall at a distorted geometry, with ωB97M-V/def2-TZVPD.

Geometry (Å):
C: 1.102 -2.241 -0.698
H: 2.204 -0.316 -0.531
H: 1.336 -2.853 -1.560
N: -2.073 2.352 -0.234
H: -1.860 4.438 -0.168
H: 1.551 -3.623 0.833
C: -2.304 1.315 0.433
H: -2.553 1.254 1.508
C: 1.972 -2.679 0.479
C: -1.820 3.593 0.534
H: -2.683 3.574 1.238
H: 1.435 -0.572 -2.093
H: -0.879 3.582 1.092
C: 1.308 -0.733 -1.014
H: -2.258 0.348 -0.074
H: 0.513 -0.091 -0.620
H: 2.031 -1.921 1.257
H: 2.950 -3.013 0.138
H: 0.029 -2.415 -0.520

Calculated values
Relative energy (zero: lowest compared OMol25 entry of this formula, charge and spin) ... 171.45 kJ/mol
Energy ... -252.99778 a.u.
Net charge ... 0
SMILES ... C=NC.CCC
Gap between HOMO and LUMO ... 0.3872 Eh
Highest occupied orbital energy ... -9.5 eV

=====

Computed, not measured: the molecule C5H13N at a distorted geometry, with ωB97M-V/def2-TZVPD.

Geometry (Å):
H: 0.239 0.040 2.015
H: -2.823 0.286 -0.177
C: 0.631 -0.006 -0.676
H: -1.366 0.694 2.088
C: -0.746 -0.022 1.551
H: -0.452 1.493 0.228
H: 1.559 -1.744 -1.206
H: 0.558 0.418 -1.678
C: 1.912 0.559 -0.055
H: 2.783 0.291 -0.647
H: -1.996 0.745 -1.631
H: -1.099 -1.039 1.734
H: 0.685 -1.852 0.139
N: 0.661 -1.485 -0.811
H: 1.813 1.645 -0.052
H: -1.894 -0.846 -1.170
C: -0.637 0.420 0.079
H: 2.055 0.254 0.981
C: -1.882 0.149 -0.712

Calculated values
Relative energy (zero: lowest compared OMol25 entry of this formula, charge and spin) ... 28.83 kJ/mol
Energy ... -253.05210 a.u.
Net charge ... 0
SMILES ... CC(C)[C@@H](C)N
Gap between HOMO and LUMO ... 0.3833 Eh
Highest occupied orbital energy ... -9.4 eV

=====

Computed, not measured: an isolated ion of composition C5H13N and charge +1 at a distorted geometry, with ωB97M-V/def2-TZVPD.

Geometry (Å):
H: -2.648 1.128 -0.082
H: -1.746 0.849 2.057
H: -1.515 -0.917 1.897
N: -0.793 0.138 0.291
H: -2.583 -0.446 -0.799
H: -1.645 0.900 -1.440
H: 2.189 -1.230 0.254
H: 0.075 -1.836 0.147
C: 2.107 0.532 -1.162
C: -1.953 0.403 -0.508
C: 0.133 -0.829 -0.263
H: -0.186 0.176 2.332
H: 2.597 1.474 -0.896
H: 2.799 0.084 -1.871
H: 1.219 0.902 -1.685
H: 1.608 0.351 0.823
C: 1.596 -0.360 -0.006
C: -1.074 0.070 1.706
H: -0.043 -0.872 -1.335

Calculated values
Relative energy (zero: lowest compared OMol25 entry of this formula, charge and spin) ... 62.14 kJ/mol
Energy ... -252.72938 a.u.
Net charge ... +1
Multiplicity ... 2
Gap between HOMO and LUMO (spin up / spin down) ... 0.4769 / 0.3024 Eh
Highest occupied orbital energy (spin up / spin down) ... -15.7 / -15.8 eV

=====

Computed, not measured: the molecule C5H13N2 at a distorted geometry, with ωB97M-V/def2-TZVPD.

Geometry (Å):
C: -0.720 1.087 0.950
H: -0.671 0.961 -1.119
N: 0.326 -1.349 -0.391
H: 1.814 -0.732 -1.906
H: -2.090 1.987 -0.629
N: 2.426 0.157 -0.072
H: -1.086 1.734 1.778
H: -0.407 2.571 -0.551
C: -1.042 1.690 -0.387
H: -2.442 -0.117 1.414
H: 3.075 -0.584 -0.077
H: -1.568 -0.886 -1.115
C: 1.338 -0.249 -1.057
C: -1.104 -1.188 -0.167
H: -1.609 -2.145 0.123
H: -0.890 -0.817 1.920
H: 0.803 -2.048 0.108
H: 2.959 0.950 -0.332
H: 0.390 1.008 0.965
C: -1.397 -0.263 1.106

Calculated values
Relative energy (zero: lowest compared OMol25 entry of this formula, charge and spin) ... 203.73 kJ/mol
Energy ... -307.67159 a.u.
Net charge ... 0
Multiplicity ... 2
Gap between HOMO and LUMO (spin up / spin down) ... 0.3485 / 0.2964 Eh
Highest occupied orbital energy (spin up / spin down) ... -8.4 / -8.4 eV

=====

Computed, not measured: the molecule C5H13N2 at a distorted geometry, with ωB97M-V/def2-TZVPD.

Geometry (Å):
C: -0.707 1.384 1.382
C: -0.668 -0.035 -0.648
H: -0.939 1.939 3.328
H: -0.546 0.386 -1.651
H: -1.763 1.414 1.219
C: -0.463 -2.289 -1.816
N: -0.291 1.947 2.562
H: 1.770 1.988 0.659
H: 2.017 0.380 0.723
C: -0.016 0.916 0.335
H: -1.714 -0.197 -0.410
H: 0.676 1.841 2.752
H: 0.335 -2.764 -2.383
H: 1.093 -1.085 -1.009
H: 0.147 -1.888 0.251
N: 1.443 1.099 0.206
H: -1.132 -3.080 -1.483
C: 0.090 -1.381 -0.711
H: 1.719 1.100 -0.805
H: -1.052 -1.676 -2.501

Calculated values
Relative energy (zero: lowest compared OMol25 entry of this formula, charge and spin) ... 194.45 kJ/mol
Energy ... -307.67512 a.u.
Net charge ... 0
Multiplicity ... 2
Gap between HOMO and LUMO (spin up / spin down) ... 0.1704 / 0.3359 Eh
Highest occupied orbital energy (spin up / spin down) ... -3.7 / -8.5 eV

=====

Computed, not measured: a 2-piece molecular cluster, C5H13N2 overall at a distorted geometry, with ωB97M-V/def2-TZVPD.

Geometry (Å):
H: 0.091 -0.289 -3.957
H: -1.204 1.864 -0.132
H: -0.132 -0.555 3.409
H: -0.461 -1.785 -2.992
N: -0.053 0.484 0.927
H: -0.535 2.378 1.439
C: -1.205 -0.083 1.601
H: -2.034 -0.701 3.476
C: 1.027 -0.507 -2.102
C: -1.131 -0.482 2.922
N: 1.387 -1.103 -0.838
C: 0.176 -0.899 -3.028
C: -0.332 1.867 0.504
H: 1.506 0.436 -2.257
H: 1.165 -2.084 -0.755
H: 0.746 0.437 1.503
H: 2.368 -0.937 -0.658
H: -2.139 -0.015 0.918
H: 0.483 2.263 -0.111
H: 0.278 -0.288 0.128

Calculated values
Relative energy (zero: lowest compared OMol25 entry of this formula, charge and spin) ... 293.39 kJ/mol
Energy ... -307.50986 a.u.
Net charge ... +1
Gap between HOMO and LUMO ... 0.3757 Eh
Highest occupied orbital energy ... -13.1 eV

=====

Computed, not measured: an isolated ion of composition C5H13N2 and charge +1 at a distorted geometry, with ωB97M-V/def2-TZVPD.

Geometry (Å):
H: -1.881 0.607 0.498
H: -1.071 0.766 2.081
H: 1.890 2.194 0.268
H: 1.677 1.299 -2.135
N: -0.953 -1.892 -0.215
H: 1.971 -0.230 -0.336
C: -0.939 0.233 0.997
H: 0.030 2.721 0.889
H: 1.035 -0.349 -2.716
C: -1.029 -1.288 1.196
H: 0.394 -1.051 -0.444
C: 0.804 2.099 0.452
N: 0.974 -0.031 -0.551
C: 0.913 0.498 -1.986
H: -1.812 -1.569 -0.660
H: -1.085 -2.866 -0.005
H: -1.882 -1.573 1.851
H: -0.149 0.911 -2.030
H: -0.124 -1.488 1.653
C: 0.395 0.806 0.415

Calculated values
Relative energy (zero: lowest compared OMol25 entry of this formula, charge and spin) ... 314.14 kJ/mol
Energy ... -307.50196 a.u.
Net charge ... +1
SMILES ... C=C(CCN)[NH2+]C
Gap between HOMO and LUMO ... 0.3936 Eh
Highest occupied orbital energy ... -13.9 eV